No. 1
ORCA calculation (wB97M-V/def2-TZVPD) on a structure of composition C41H38N3O4PbS3 at a distorted geometry.

Values from the calculation:
LUMO = -2.082 eV
max |F| = 1.63 eV/Å
HOMO = -10.4 eV
net charge = +1
orbital gap = 8.32 eV

```
90
Properties=species:S:1:pos:R:3:forces:R:3
Pb -0.20890 -0.23600 -0.30050 0.453 -0.567 -0.143
C 8.83830 -0.86620 0.37090 0.020 0.017 0.041
C 7.40300 -0.47770 0.20490 -0.097 0.034 -0.009
C 7.02700 0.41450 -0.79660 0.004 0.008 0.135
C 5.72140 0.85450 -0.89590 -0.077 0.059 0.026
C 4.77460 0.39020 0.00300 -0.306 0.123 -0.313
C 5.11100 -0.54560 0.96120 -0.262 -0.048 0.044
C 6.42530 -0.96410 1.06700 -0.009 0.059 -0.089
S 3.09510 1.04610 -0.13490 1.380 0.310 0.620
O 2.21980 0.03710 0.54040 -0.500 -0.377 -0.028
C 3.29250 2.44670 1.00780 -0.075 -0.107 -0.263
C 3.37250 3.66870 0.31850 0.077 0.212 0.072
C 3.35400 4.85190 0.99370 0.084 -0.179 -0.106
C 3.24970 4.86410 2.39980 -0.059 -0.250 0.057
C 3.11430 6.06560 3.12320 -0.005 0.122 0.190
C 2.95720 6.05050 4.48070 0.011 0.210 -0.267
C 2.98190 4.83610 5.18110 0.069 -0.287 0.008
C 3.13700 3.65610 4.51030 -0.017 0.097 0.272
C 3.22880 3.63230 3.10160 0.043 0.194 -0.257
C 3.24210 2.40530 2.37880 0.279 0.108 -0.201
C 3.10820 1.16170 3.17260 -0.439 -0.115 0.068
C 4.22260 0.57170 3.82310 -0.110 -0.206 0.161
C 5.51980 1.12280 3.73310 0.128 0.018 0.086
C 6.57050 0.52930 4.37310 -0.107 0.269 -0.142
C 6.37260 -0.63590 5.12860 -0.155 -0.253 0.096
C 5.12780 -1.19160 5.23720 0.174 -0.036 0.026
C 4.01640 -0.60480 4.59490 0.082 0.357 -0.218
C 2.71360 -1.14310 4.70000 -0.229 0.068 -0.119
C 1.64920 -0.52880 4.10160 -0.101 -0.261 0.222
C 1.85040 0.64130 3.36420 0.264 0.528 -0.260
S 0.54500 1.47940 2.44780 0.302 -0.407 1.553
O -0.32850 0.34540 1.92800 -0.489 -0.449 -0.654
C -0.53400 2.10900 3.74980 0.185 0.106 -0.291
C -1.84700 2.27760 3.33640 -0.005 -0.077 -0.140
C -2.75500 2.90500 4.16380 0.101 -0.007 0.083
C -2.36730 3.38470 5.41090 0.094 -0.024 -0.106
C -3.33930 4.14610 6.25430 -0.004 0.013 0.036
C -1.05520 3.17850 5.82150 -0.020 0.032 -0.082
C -0.13400 2.55240 4.99770 0.194 -0.093 -0.055
H 9.34250 -0.92270 -0.59120 0.070 -0.039 -0.015
H 8.93100 -1.82080 0.88260 0.057 -0.063 -0.004
H 9.34810 -0.11160 0.97270 0.086 -0.019 0.001
H 7.76700 0.77700 -1.49430 0.084 0.037 -0.076
H 5.44050 1.55780 -1.66350 -0.034 0.121 -0.170
H 4.34660 -0.93410 1.61640 -0.056 -0.075 0.056
H 6.69220 -1.66490 1.84450 0.044 -0.108 0.046
H 3.41160 3.63890 -0.75980 -0.003 0.127 -0.192
H 3.38470 5.78910 0.46210 0.002 0.151 -0.097
H 3.12110 6.99660 2.57700 -0.022 0.131 -0.031
H 2.81780 6.97150 5.02350 0.019 0.144 0.036
H 2.87670 4.83830 6.25580 0.033 -0.018 0.091
H 3.18500 2.72680 5.05880 -0.042 -0.032 0.052
H 5.66670 2.02690 3.16110 0.038 0.068 -0.094
H 7.55780 0.96020 4.30970 0.094 0.058 -0.032
H 7.21420 -1.08810 5.62920 0.072 -0.086 0.081
H 4.97840 -2.08470 5.82570 -0.022 -0.097 0.061
H 2.57280 -2.05150 5.26610 -0.050 -0.090 0.077
H 0.65160 -0.92930 4.17000 -0.173 -0.139 0.087
H -2.14210 1.90070 2.36920 -0.131 0.045 -0.081
H -3.77530 3.03730 3.83810 -0.125 0.004 -0.064
H -3.25750 5.21440 6.04350 -0.065 0.000 0.008
H -3.14380 4.00300 7.31290 -0.018 -0.011 0.120
H -4.35520 3.82690 6.03450 -0.096 0.079 0.068
H -0.74040 3.53240 6.79170 0.036 0.009 0.134
H 0.88110 2.41210 5.33500 0.095 -0.008 0.004
O -0.23540 0.84570 -2.82480 -0.054 -0.181 -0.352
C -0.03720 1.91630 -2.25860 -0.038 0.056 -0.218
C 0.02290 3.28900 -2.88240 0.008 0.127 -0.103
C 0.19770 4.20920 -1.67860 -0.002 0.078 0.031
C 0.23290 3.26090 -0.47700 -0.109 0.550 -0.079
O 0.31110 3.59040 0.68300 -0.212 0.426 -0.117
N 0.14520 1.97390 -0.92720 0.146 -0.509 0.474
H -0.88640 3.49830 -3.44640 0.027 -0.107 -0.027
H 0.85450 3.31770 -3.58580 0.002 0.010 -0.034
H -0.62940 4.91090 -1.56210 0.072 -0.025 0.097
H 1.11870 4.79140 -1.70670 -0.007 0.009 0.057
C -3.35250 -2.53940 -3.04710 -0.159 -0.020 -0.198
N -3.07930 -1.61960 -1.96670 0.176 -0.106 0.101
C -3.22660 -0.28940 -2.00260 0.006 -0.139 0.468
S -2.77860 0.62220 -0.63070 -0.678 0.432 0.183
N -3.76110 0.28150 -3.07290 0.035 -0.555 -0.356
C -3.81140 1.70590 -3.30350 0.099 0.452 0.106
H -2.88760 -3.49430 -2.82040 0.010 0.004 0.007
H -2.92010 -2.17230 -3.97760 0.032 -0.024 -0.048
H -4.42440 -2.70200 -3.17920 -0.016 0.006 -0.050
H -2.84700 -2.00970 -1.06610 -0.042 0.168 -0.098
H -4.00940 -0.31170 -3.85180 0.005 0.031 0.124
H -4.26740 2.21500 -2.45630 -0.032 -0.041 -0.045
H -4.40170 1.89190 -4.19580 -0.021 -0.026 -0.013
H -2.80570 2.10380 -3.44480 -0.024 -0.006 -0.029
```
Positions in Å, forces in eV/Å.

No. 2
ORCA calculation (wB97M-V/def2-TZVPD) on a structure of composition C44H56IN5NdO4SSeSi3Te at a distorted geometry.

Values from the calculation:
LUMO (alpha / beta) = 1.933 / 1.927 eV
energy above the lowest of the compared OMol25 structures with the same formula, charge and spin = 0.881 eV
max |F| = 2.61 eV/Å
HOMO (alpha / beta) = -5.0 / -5.0 eV
<S²> = 3.753
2S+1 = 4
net charge = -1
orbital gap (alpha / beta) = 6.93 / 6.91 eV

```
117
Properties=species:S:1:pos:R:3:forces:R:3
Nd -1.55297 1.57752 1.06775 0.715 -1.352 0.029
O 0.56063 0.71155 0.67675 0.522 -0.059 -0.230
N 0.94513 1.50391 1.67176 -0.503 -0.056 0.387
I -3.69194 1.93883 4.63664 0.424 0.167 0.092
C -1.83229 2.25242 3.52547 0.704 0.154 0.313
H -1.12292 1.54169 4.00574 -0.408 0.179 -0.017
H -1.44543 3.24352 3.86575 -0.513 -0.507 -0.229
O -1.14372 2.65140 -1.16194 -0.372 1.071 -0.344
N -0.82358 3.79675 -0.70789 1.347 -0.118 0.574
O -0.59602 4.77088 -1.42548 -0.601 -1.299 1.256
O -0.67058 3.81600 0.58445 -0.477 0.910 -1.554
C 0.26549 2.12653 -6.49915 -0.971 1.216 0.834
Si -0.60146 2.34187 -4.81127 0.300 -0.639 0.435
C -0.86340 4.15821 -4.50360 -1.517 -0.706 -0.780
C -2.19388 1.26570 -4.63758 0.704 0.124 0.069
C 0.69880 1.68417 -3.59044 -0.708 -0.230 0.711
Te 0.78014 -0.47271 -3.64546 0.030 0.234 -0.069
C 1.74985 -0.66308 -1.76225 0.091 -0.538 -0.511
Si 2.98046 -2.04313 -1.70462 0.257 -0.406 1.095
C 3.65909 -2.14086 0.10340 -1.127 0.081 -1.008
C 4.25657 -1.88112 -3.05875 -0.162 1.469 -0.176
C 2.15353 -3.66109 -2.07848 -0.240 1.334 -1.120
H -0.37657 2.33676 -7.32721 -0.743 -0.125 -0.659
H 0.62520 1.13025 -6.56772 0.734 -0.790 -0.253
H 1.01757 2.91294 -6.59097 0.462 -0.388 0.263
H -1.52927 4.53530 -5.31260 0.599 0.094 0.376
H 0.08314 4.64164 -4.47244 0.700 0.696 -0.096
H -1.37698 4.30020 -3.56494 -0.027 0.116 0.265
H -3.03552 1.73618 -5.18327 0.457 -0.700 -0.239
H -2.58266 1.05416 -3.62943 0.478 0.474 0.056
H -1.83560 0.25957 -4.96197 -0.821 0.630 -0.454
H 0.29118 1.85310 -2.56152 0.622 0.103 -0.834
H 1.71988 2.07838 -3.71637 -0.460 -0.081 0.082
H 1.03612 -0.69384 -0.96257 -0.472 -0.291 0.295
H 2.28151 0.23714 -1.57461 0.533 1.110 -0.068
H 2.85278 -1.70890 0.73980 0.525 -0.491 -0.160
H 4.56361 -1.56476 0.26854 0.138 -0.238 0.077
H 3.78039 -3.22529 0.25663 0.205 0.451 0.469
H 4.95070 -1.02212 -2.84650 -0.406 -0.868 -0.290
H 3.57435 -1.53255 -3.88166 0.897 -0.452 0.221
H 4.80137 -2.79400 -3.32940 -0.168 0.321 0.070
H 2.87757 -4.40132 -2.10458 1.712 -1.611 -0.029
H 1.72342 -3.66004 -3.07716 -0.201 0.158 -0.227
H 1.42281 -4.00164 -1.41991 -1.449 -0.333 1.304
C -3.46402 -2.10107 -3.88156 0.626 -1.983 -0.451
Si -4.74398 -1.68925 -2.62952 -0.090 1.092 1.077
C -5.60630 -3.22973 -2.04127 1.433 -0.599 -0.198
C -6.10184 -0.50049 -3.19039 0.758 0.299 0.198
C -3.81452 -0.80852 -1.28029 -0.227 -0.312 -0.547
C -2.99990 -0.10041 -0.68380 0.245 0.181 0.710
H -3.58291 -1.45377 -4.71295 -0.460 0.212 -1.367
H -3.28646 -3.19057 -4.17861 -0.721 1.385 0.110
H -2.49989 -1.78498 -3.55956 0.891 0.275 0.848
H -4.76389 -3.85909 -1.61489 -1.210 0.441 -0.126
H -5.94963 -3.73866 -2.95958 -0.274 0.038 0.557
H -6.38901 -2.99681 -1.31758 0.056 -0.387 -0.093
H -6.61478 -0.27872 -2.26699 -0.661 -0.214 0.387
H -6.78002 -0.84303 -3.95626 -0.303 -0.254 -0.149
H -5.74866 0.49175 -3.45968 0.417 0.014 -0.366
C 2.06359 1.46732 2.21696 1.432 0.731 0.543
C 3.15148 1.76740 2.84144 -0.900 -0.608 -0.031
C 4.30593 1.90662 3.49687 -0.164 -0.224 -1.112
C 5.51255 1.14406 3.05689 -0.874 -1.212 -0.520
C 6.53237 0.75457 3.91937 -0.425 -0.184 0.682
C 7.53153 -0.13129 3.56487 -0.600 1.124 -1.290
C 7.55161 -0.52899 2.22112 0.578 0.431 0.685
C 6.58477 -0.16890 1.32813 -1.181 0.721 2.038
C 5.50958 0.57400 1.78636 0.410 0.620 -0.302
C 4.48987 2.86917 4.57802 0.077 0.354 0.562
C 5.69548 3.55178 4.65702 0.194 0.355 1.262
C 5.94197 4.41736 5.73446 -1.072 0.448 -0.506
C 4.89502 4.68829 6.65060 0.950 -0.770 0.274
C 3.72752 3.92504 6.62953 0.325 0.669 -0.315
C 3.53188 3.05137 5.56798 -0.521 -0.248 0.079
H 6.48110 1.09285 4.93848 0.130 0.202 0.290
H 8.30878 -0.24146 4.28691 0.554 -0.732 0.091
H 8.36366 -0.96938 1.73524 1.535 -1.163 0.052
H 6.65843 -0.46787 0.33794 0.031 -0.528 -1.713
H 4.70951 0.80450 1.11712 -0.451 0.177 -0.305
H 6.45210 3.30072 3.93415 0.257 0.351 -0.102
H 6.88831 4.95314 5.76408 -0.192 -0.059 0.197
H 5.02004 5.35854 7.50483 0.248 -0.035 -0.432
H 3.02151 4.10191 7.44773 -0.031 -0.352 -0.574
H 2.63611 2.45474 5.45544 -0.170 0.052 0.267
S -5.47989 4.18727 0.05775 -1.246 1.462 -0.304
C -3.89807 3.61226 0.15696 -0.278 -0.425 0.843
N -3.81705 2.51335 0.84676 -0.257 0.519 -0.177
C -5.06181 2.09355 1.33219 1.738 -1.109 -0.915
C -5.26442 0.80068 1.81378 -0.321 0.580 0.425
C -6.51157 0.49049 2.27698 -1.186 1.799 -0.979
C -7.59370 1.44420 2.04234 0.508 -1.707 1.764
C -7.37074 2.64213 1.45425 -1.529 0.273 -0.859
C -6.10611 2.92415 1.06572 1.962 1.266 -1.052
H -3.06816 4.21479 -0.22839 -0.396 -0.519 0.077
H -4.44012 0.12567 1.79497 0.382 -0.513 0.308
H -6.65949 -0.43882 2.76402 -0.455 -0.696 0.255
H -8.59281 1.27594 2.44452 0.224 -0.398 -0.233
H -8.15542 3.29397 1.09818 -0.347 0.018 0.468
C 0.50887 -3.85110 3.05195 -1.479 0.636 1.698
N -0.29870 -3.68235 1.85051 1.447 -1.006 0.613
C -1.00491 -2.55117 1.59653 -0.305 -1.713 -1.949
Se -1.24574 -1.18104 2.71976 -0.420 1.024 0.749
N -1.54375 -2.75398 0.36288 1.032 -1.852 0.068
C -1.18135 -4.03052 -0.18484 0.318 1.217 1.280
C -1.46123 -4.65658 -1.40274 0.558 -0.606 2.420
C -0.96490 -5.95369 -1.55128 0.132 0.374 -0.496
C -0.09298 -6.54315 -0.62266 -0.822 0.907 -0.190
C 0.21486 -5.87837 0.54323 0.362 0.884 0.704
C -0.36785 -4.60898 0.79297 0.164 -0.222 -0.386
H 1.57482 -3.75862 2.92267 0.348 -0.351 -0.538
H 0.19963 -4.76975 3.60795 0.482 0.505 -0.652
H 0.23926 -2.98819 3.73516 0.206 -0.979 -0.800
H -2.12386 -2.08113 -0.06423 -1.046 1.218 -0.840
H -2.17492 -4.12588 -1.94670 -0.829 0.253 -1.769
H -1.17153 -6.50839 -2.44977 -0.218 -0.031 -0.243
H 0.32785 -7.51627 -0.80493 0.079 -0.125 -0.119
H 0.99041 -6.32277 1.15395 -0.237 0.191 0.489
```
Positions in Å, forces in eV/Å.